Entry 1:
13
Properties=species:S:1:pos:R:3 method="wB97M-V/def2-TZVPD" homo_lumo_gap_ev=9.920 e_above_lowest_kcal_mol=14.6 e_lumo_ev=0.62 fmax_ev_per_a=1.101 e_homo_ev=-9.3047
C -2.5409 -0.0420 0.3215
O -1.2464 -0.5438 0.6073
C -0.2491 0.0568 -0.0312
C 1.0374 -0.2823 0.1341
Cl 1.4870 -1.5742 1.1959
C 2.0894 0.4713 -0.6282
O 1.7901 1.3688 -1.3814
O 3.3498 0.0897 -0.4547
H -3.2194 -0.6611 0.9241
H -2.6419 1.0177 0.5931
H -2.7839 -0.1513 -0.7278
H -0.4743 0.8895 -0.7206
H 3.4022 -0.6390 0.1678

=====

Entry 2:
15
Properties=species:S:1:pos:R:3 method="wB97M-V/def2-TZVPD" homo_lumo_gap_ev=8.532 e_above_lowest_kcal_mol=3.8 e_lumo_ev=3.79 fmax_ev_per_a=1.040 e_homo_ev=-4.7390 total_charge=-1
C 0.6967 0.1386 -1.9201
N 0.2344 -0.3231 -0.6425
C 1.0147 -1.2395 0.1093
O 0.4190 -1.7074 1.1318
O 2.1694 -1.4849 -0.2866
H 0.4767 -0.5841 -2.7279
H 1.7715 0.2444 -1.9224
H 0.1800 1.0598 -2.1774
H -0.7369 -0.2137 -0.3714
H -2.4984 -1.5711 1.7129
H -1.0238 -1.0797 1.4862
O -1.9672 -0.7732 1.7276
H 0.3800 2.0358 1.3391
H -0.9410 2.6933 0.9854
O -0.1750 2.8048 1.5560

=====

Entry 3:
14
Properties=species:S:1:pos:R:3 method="wB97M-V/def2-TZVPD" homo_lumo_gap_ev=8.088 e_above_lowest_kcal_mol=148.5 e_lumo_ev=-0.83 fmax_ev_per_a=5.432 e_homo_ev=-8.9157
C -0.6039 1.0751 -0.7286
C 1.0690 -0.8081 0.0832
C -1.0810 -0.1229 0.0504
C -0.7298 2.3681 -0.0750
C 1.8856 -2.0509 -0.0441
O -0.1794 -1.1592 0.1348
F -2.2161 -0.6221 -0.5559
F -1.5915 0.0907 1.3384
H -0.8287 2.5445 1.0822
H -1.6900 2.6577 -0.2370
H -0.0962 3.0336 -0.4491
H 1.8313 -2.2199 -1.2257
H 1.3805 -2.8788 0.2266
H 2.8502 -1.9077 0.3998

=====

Entry 4:
53
Properties=species:S:1:pos:R:3 method="wB97M-V/def2-TZVPD" homo_lumo_gap_ev="4.640 / 6.132" e_above_lowest_kcal_mol=59.8 e_lumo_ev="-7.62 / -8.40" fmax_ev_per_a=4.809 spin_multiplicity=5 e_homo_ev="-12.2606 / -14.5322" s_squared=6.0443 total_charge=+2
Ir 11.1216 11.6370 6.9561
O 18.7993 12.7887 8.2984
C 17.7389 12.1548 8.8069
O 17.9426 11.2899 9.5913
C 16.2992 12.4906 8.3019
C 15.3734 11.5097 8.4760
C 14.1080 11.8102 8.0284
C 13.7245 13.0468 7.4850
C 14.7023 14.0186 7.3282
C 15.9952 13.6833 7.7319
N 12.3337 13.1642 7.1148
C 11.8833 14.5376 7.0229
C 9.5494 14.1250 7.4256
C 8.3885 14.8448 7.7375
C 7.4270 14.2138 8.4537
C 7.5960 12.9019 8.9604
C 8.7532 12.2681 8.5921
N 9.6676 12.8688 7.8730
H 18.5718 13.3286 7.4769
H 15.5505 10.5915 9.0194
H 13.3489 11.0360 8.2376
H 14.4841 14.9425 6.7627
H 16.7451 14.4261 7.5787
H 12.4278 14.9738 6.2073
H 8.3237 15.8719 7.4055
H 6.5350 14.7037 8.7165
H 6.8404 12.3650 9.4948
H 9.0119 11.2292 8.8424
N 11.8473 16.7574 7.9982
C 12.2209 15.4817 8.2213
N 10.5653 14.7200 6.6172
C 10.3973 16.1031 6.2003
C 9.5811 16.4215 5.1629
C 9.5393 17.7411 4.6733
C 10.2486 18.6948 5.3006
C 11.0811 18.4184 6.3774
C 11.1101 17.1231 6.8014
H 11.9742 17.4384 8.7938
H 12.6488 15.3283 9.1916
H 9.1336 15.6066 4.6762
H 8.8595 17.8925 3.8600
H 10.2772 19.7173 4.9294
H 11.6959 19.2364 6.7379
N 8.4488 8.4316 6.0637
C 9.6111 9.0909 6.2194
O 9.5659 10.2107 6.7407
C 10.7807 8.4250 5.6400
C 11.8448 9.2859 5.7678
N 12.2417 10.3984 6.0779
C 10.7756 7.1175 5.1347
N 10.3192 6.0566 4.9551
H 7.6037 8.9369 6.3733
H 8.2042 7.5635 5.6844

=====

Entry 5:
20
Properties=species:S:1:pos:R:3 method="wB97M-V/def2-TZVPD" homo_lumo_gap_ev=9.580 e_above_lowest_kcal_mol=24.9 e_lumo_ev=0.97 fmax_ev_per_a=2.332 smiles=CCSC.CC e_homo_ev=-8.6140
C 0.7250 -1.4416 0.4174
C -0.6340 -1.8190 0.9714
S -0.8814 -1.2412 2.7358
C -0.3391 0.5385 2.7569
H 0.8431 -1.4004 -0.6574
H 1.5030 -2.0403 0.9013
H 0.8629 -0.4519 0.8355
H -1.4154 -1.5048 0.2388
H -0.7746 -2.9047 0.8583
H 0.5269 0.7624 2.1362
H -1.2004 1.1608 2.5165
H -0.0179 0.6088 3.7993
C 0.1482 1.2600 -1.4237
C 0.0624 1.0703 -2.9353
H 0.2253 2.3048 -1.1291
H -0.8545 1.1157 -0.9749
H 0.8861 0.6925 -0.8789
H -0.4017 0.1740 -3.2920
H -0.2874 1.9948 -3.3987
H 1.0234 1.1212 -3.4774

=====

Entry 6:
108
Properties=species:S:1:pos:R:3 method="wB97M-V/def2-TZVPD" homo_lumo_gap_ev="4.979 / 5.197" e_above_lowest_kcal_mol=76.6 e_lumo_ev="-9.65 / -9.73" fmax_ev_per_a=2.946 spin_multiplicity=3 e_homo_ev="-14.6272 / -14.9244" s_squared=2.0740 total_charge=+3
Re 0.1433 0.6973 0.0045
O 3.2684 2.5693 -3.7865
C 3.9571 1.4706 -4.0645
C 4.9736 1.5200 -5.0216
C 5.6975 0.3910 -5.3278
C 5.4421 -0.8276 -4.6822
C 4.4330 -0.9109 -3.7642
C 3.6580 0.2290 -3.4365
C 2.5927 0.1099 -2.5048
O 1.8914 1.0266 -2.0391
N 2.7840 -0.5950 0.2105
N 1.8881 0.0422 1.0750
C 2.3150 0.6431 2.1469
C 1.5319 1.5872 2.8658
Br 0.1644 2.4185 1.7507
C 1.6587 2.0402 4.1417
C 2.4837 1.5059 5.1777
C 2.9730 0.1853 5.1726
C 3.7638 -0.2664 6.2056
C 4.0818 0.5790 7.2630
C 3.5836 1.8754 7.3013
C 2.7823 2.3342 6.2781
H 2.5896 2.3781 -3.1096
H 5.1664 2.4601 -5.5108
H 6.4645 0.4404 -6.0863
H 6.0370 -1.6944 -4.9182
H 4.2126 -1.8480 -3.2710
H 2.3967 -0.9216 -2.1678
H 3.6117 -0.0041 0.1079
H 3.3281 0.4926 2.5109
H 1.0697 2.9079 4.4141
H 2.6710 -0.5002 4.3919
H 4.1205 -1.2852 6.2092
H 4.6986 0.2189 8.0697
H 3.8130 2.5240 8.1321
H 2.3997 3.3440 6.3044
O -0.4176 -1.8696 -1.2892
N -0.1710 -0.7891 -0.8063
C 1.4299 -3.5556 -5.9757
C 2.4523 -4.0749 -5.1979
C 2.3764 -4.0226 -3.8156
C 1.2645 -3.4498 -3.2118
C 0.2331 -2.9355 -3.9889
C 0.3226 -2.9808 -5.3696
Ge 1.0110 -3.5362 -1.2175
C -0.4177 -4.6782 -0.4227
C -0.6098 -4.7151 0.9552
C -1.6064 -5.5006 1.5020
C -2.4165 -6.2627 0.6736
C -2.2492 -6.2047 -0.7012
C -1.2563 -5.4122 -1.2543
C 2.3523 -3.1136 0.2689
C 2.4904 -4.2055 1.0951
C 3.2929 -4.2129 2.2374
C 4.0506 -3.0789 2.5695
C 4.0936 -2.0281 1.7142
C 3.3045 -1.9706 0.4428
H 1.4866 -3.6160 -7.0526
H 3.3073 -4.5336 -5.6703
H 3.1680 -4.4471 -3.2123
H -0.6344 -2.4984 -3.5163
H -0.4780 -2.5787 -5.9714
H 0.0214 -4.1237 1.6062
H -1.7457 -5.5132 2.5721
H -3.1809 -6.8897 1.1038
H -2.8977 -6.7772 -1.3461
H -1.1356 -5.3592 -2.3278
H 1.9120 -5.0964 0.8795
H 3.3090 -5.0786 2.8765
H 4.6176 -3.0617 3.4890
H 4.7282 -1.1762 1.9146
H 4.0183 -2.0538 -0.4027
C -3.8976 1.7392 -1.8787
C -2.8480 2.7746 -1.4931
As -1.0102 2.1039 -1.7138
C -0.9876 1.1333 -3.4461
C -1.1854 1.9722 -4.7027
C 0.0228 3.8029 -1.6855
C 0.0265 4.5943 -2.9894
H -4.8965 2.1054 -1.6482
H -3.7344 0.8057 -1.3341
H -3.8559 1.5342 -2.9480
H -2.9659 3.0633 -0.4439
H -2.9574 3.6843 -2.0917
H -1.7898 0.3917 -3.3377
H -0.0460 0.5826 -3.4946
H -2.0019 2.6848 -4.5811
H -1.4261 1.3319 -5.5480
H -0.2769 2.5120 -4.9562
H 1.0508 3.5910 -1.3731
H -0.4554 4.3944 -0.8921
H 0.6975 4.1426 -3.7169
H 0.3808 5.6075 -2.8104
H -0.9756 4.6638 -3.4155
Cl -4.9085 -0.9959 6.4082
C -3.7259 -1.1866 5.2127
C -4.0584 -1.7793 3.9789
C -3.1257 -1.8760 2.9883
C -1.7883 -1.4078 3.1825
C -0.8532 -1.5199 2.1791
C -1.4628 -0.8610 4.4635
C -2.4051 -0.7494 5.4442
H -5.0597 -2.1553 3.8306
H -3.3737 -2.3326 2.0440
H -1.1276 -1.9789 1.2448
H 0.1843 -1.3211 2.3818
H -0.4514 -0.5304 4.6510
H -2.1573 -0.3259 6.4059